A structure of composition C49H42P2Si2V. Source: the Open Molecules 2025 dataset; level of theory: ωB97M-V/def2-TZVPD.

Positions of all 96 atoms, in Å:
V -0.231 -0.517 -0.557
C -1.501 3.137 -1.475
Si -0.217 2.003 -0.696
C -0.192 2.549 1.124
C -0.230 3.918 1.410
C -0.401 4.389 2.701
C -0.562 3.493 3.750
C -0.509 2.132 3.503
C -0.305 1.662 2.206
P -0.058 -0.113 1.895
C 1.643 -0.444 2.474
C 2.104 -1.757 2.330
C 3.314 -2.143 2.876
C 4.080 -1.214 3.576
C 3.641 0.091 3.704
C 2.423 0.481 3.151
C -1.010 -1.004 3.170
C -0.528 -1.147 4.474
C -1.288 -1.805 5.428
C -2.529 -2.333 5.090
C -3.005 -2.209 3.795
C -2.244 -1.550 2.841
C 1.375 2.613 -1.569
C 1.560 3.888 -2.109
C 2.748 4.235 -2.735
C 3.783 3.314 -2.856
C 3.629 2.039 -2.342
C 2.429 1.705 -1.717
P 2.115 0.123 -0.958
C 3.727 -0.518 -0.447
C 4.429 0.267 0.465
C 5.702 -0.099 0.863
C 6.279 -1.258 0.360
C 5.589 -2.036 -0.556
C 4.317 -1.663 -0.972
C 1.428 -1.047 -2.135
C 1.200 -2.371 -1.681
C 0.443 -3.250 -2.444
C -0.132 -2.829 -3.639
C 0.025 -1.515 -4.050
C 0.778 -0.617 -3.295
H -1.127 4.162 -1.405
H -1.673 2.911 -2.527
H -2.458 3.116 -0.957
H -0.139 4.637 0.602
H -0.429 5.455 2.889
H -0.726 3.854 4.757
H -0.631 1.436 4.324
H 1.487 -2.490 1.817
H 3.661 -3.163 2.768
H 5.022 -1.514 4.017
H 4.240 0.813 4.245
H 2.079 1.502 3.266
H 0.446 -0.760 4.747
H -0.909 -1.911 6.436
H -3.117 -2.851 5.837
H -3.962 -2.631 3.518
H -2.616 -1.472 1.830
H 0.774 4.629 -2.039
H 2.875 5.235 -3.132
H 4.704 3.592 -3.350
H 4.434 1.318 -2.426
H 3.986 1.176 0.855
H 6.243 0.517 1.569
H 7.274 -1.546 0.674
H 6.046 -2.927 -0.967
H 3.810 -2.262 -1.716
H 1.697 -2.745 -0.791
H 0.306 -4.269 -2.105
H -0.718 -3.518 -4.233
H -0.434 -1.178 -4.970
H 0.900 0.407 -3.629
C -4.728 1.526 -4.711
C -3.714 0.580 -4.724
C -3.080 0.236 -3.538
C -3.430 0.826 -2.324
C -4.465 1.763 -2.333
C -5.108 2.113 -3.512
Si -2.633 0.272 -0.709
C -3.320 -1.472 -0.482
C -2.677 -2.553 -1.090
C -3.147 -3.854 -0.952
C -4.291 -4.090 -0.207
C -4.959 -3.028 0.392
C -4.475 -1.735 0.263
H -5.228 1.801 -5.631
H -3.426 0.108 -5.655
H -2.303 -0.522 -3.559
H -4.775 2.232 -1.405
H -5.908 2.842 -3.496
H -3.229 1.114 0.363
H -1.805 -2.378 -1.717
H -2.632 -4.677 -1.432
H -4.671 -5.098 -0.102
H -5.863 -3.211 0.958
H -5.000 -0.919 0.747

Values from the calculation:
Highest occupied orbital energy (alpha / beta) (eV): -10.79 / -10.03
Charge: +1
E_tot (hartree): -4097.92908
2S+1: 3
E_LUMO (alpha / beta) (eV): -3.11 / -3.17
HOMO-LUMO gap (alpha / beta) (eV): 7.680 / 6.866

Results of the Löwdin charge analysis, in e, for atoms 1 through 6: atom 1 (V): 0.2626, atom 2 (C): -0.2152, atom 3 (Si): 0.5588, atom 4 (C): -0.2704, atom 5 (C): -0.0809, atom 6 (C): -0.0597

A cluster of 2 separate species, C3H11N2PS in total in a non-equilibrium geometry. Source: the Open Molecules 2025 dataset; level of theory: ωB97M-V/def2-TZVPD.

Positions of all 18 atoms, in Å:
C 1.679 1.214 -1.704
C 1.309 -0.119 0.399
C 0.741 0.960 -0.503
N -1.030 -1.078 -1.588
N -2.176 -1.680 2.863
P -0.946 0.393 -1.205
S -2.393 1.711 -1.224
H 1.487 1.979 -2.478
H 2.720 1.185 -1.273
H 1.773 0.313 -2.429
H 1.076 -1.030 -0.197
H 0.885 -0.113 1.366
H 2.368 0.043 0.394
H 0.708 1.947 0.057
H -1.897 -1.291 -2.038
H -2.523 -0.758 2.742
H -2.580 -2.083 3.634
H -1.202 -1.594 3.185

Values from the calculation:
Highest occupied orbital energy (eV): -9.18
Charge: 0
E_tot (hartree): -969.92850
E_LUMO (eV): 0.15
HOMO-LUMO gap (eV): 9.331

Results of the Löwdin charge analysis, in e, for atoms 1 through 6: atom 1 (C): -0.1546, atom 2 (C): -0.1270, atom 3 (C): -0.5430, atom 4 (N): -0.2188, atom 5 (N): 0.0299, atom 6 (P): 0.3282

A structure of composition C2F6NO4PbS2 in a non-equilibrium geometry. Source: the Open Molecules 2025 dataset; level of theory: ωB97M-V/def2-TZVPD.

Positions of all 16 atoms, in Å:
Pb 1.417 0.124 2.360
N -0.056 0.463 -0.397
S -1.242 0.527 0.718
O -2.433 -0.198 0.352
O -0.617 0.306 2.053
C -1.683 2.349 0.668
F -2.055 2.644 -0.556
F -0.635 3.064 1.008
F -2.672 2.542 1.511
S 0.560 -0.821 -1.207
O -0.267 -1.138 -2.368
C 1.824 -2.187 -1.132
F 2.980 -1.738 -1.577
F 1.975 -2.654 0.088
F 1.470 -3.223 -1.874
O 1.433 -0.060 0.351

Values from the calculation:
Highest occupied orbital energy (alpha / beta) (eV): -12.39 / -12.31
Charge: +1
E_tot (hartree): -2019.76249
E_LUMO (alpha / beta) (eV): -6.43 / -6.70
HOMO-LUMO gap (alpha / beta) (eV): 5.959 / 5.607

Results of the Löwdin charge analysis, in e, for atoms 1 through 6: atom 1 (Pb): 1.5656, atom 2 (N): -0.3132, atom 3 (S): 0.7496, atom 4 (O): -0.1759, atom 5 (O): -0.5316, atom 6 (C): -0.6932

The molecule C4H5N in a non-equilibrium geometry. Source: the Open Molecules 2025 dataset; level of theory: ωB97M-V/def2-TZVPD.

Positions of all 10 atoms, in Å:
C -1.086 0.885 0.041
C -1.807 -0.237 -0.037
C 0.228 -0.468 0.103
C 1.633 -0.189 0.011
N -0.760 -1.249 0.032
H -1.220 1.988 0.195
H -2.908 -0.549 -0.109
H 1.978 0.135 0.910
H 1.820 0.681 -0.544
H 2.122 -0.998 -0.602

Values from the calculation:
Highest occupied orbital energy (alpha / beta) (eV): -6.03 / -8.75
Charge: 0
E_tot (hartree): -209.89756
2S+1: 3
E_LUMO (alpha / beta) (eV): 1.10 / -1.66
HOMO-LUMO gap (alpha / beta) (eV): 7.130 / 7.090

Results of the Löwdin charge analysis, in e, for atoms 1 through 6: atom 1 (C): 0.0432, atom 2 (C): -0.2088, atom 3 (C): -0.2445, atom 4 (C): -0.0643, atom 5 (N): 0.0581, atom 6 (H): 0.0694